Density functional theory data (the ωB97M-V functional and the def2-TZVPD basis) for a structure of composition C41H37Cl5EuP2 at a distorted geometry.

Geometry as XYZ:
```
86
Properties=species:S:1:pos:R:3:forces:R:3:mulliken_charge:R:1
H -0.4088 -0.3568 -0.6758 -0.7431 -0.8286 -0.1250 0.53
H 1.9420 -0.7780 -6.0385 0.0988 0.2155 0.0684 0.39
H -0.6719 3.3032 2.6912 -0.2140 -0.2267 0.5738 0.38
H -3.7814 -4.0255 -0.2046 0.5224 0.2870 0.1918 0.38
Cl 0.8757 -2.8045 3.4307 -0.7410 -0.9911 -0.3523 -0.31
C -2.5696 3.0362 5.6680 0.0764 0.4184 0.7023 -1.01
H -1.9115 -0.4695 6.3103 0.4824 0.6350 -0.4547 0.58
C 0.8974 -0.4669 4.9455 0.5724 0.6043 -1.2604 -0.15
H 0.1768 -6.2690 -5.6758 -0.1519 0.3223 0.0387 0.37
C 0.0770 -4.5150 -4.4302 -0.3223 0.4774 0.0646 -0.53
H -0.0147 1.1985 -4.4667 -0.3740 0.1246 0.4019 0.87
Cl 1.6183 1.8960 6.1117 -0.0739 0.5979 -0.0895 -0.19
C 1.3076 4.1375 -1.7267 0.1821 -0.2012 0.1923 -0.75
Cl 0.6447 -2.5916 8.8877 -0.1058 -0.1096 0.0663 -0.22
H 0.5145 4.8928 -1.7577 0.3129 -0.3433 0.0003 0.39
H 0.2727 2.7762 -3.0292 0.2037 0.0625 0.1311 0.36
P 0.1063 -2.1787 -2.8227 -0.1973 -1.1060 0.0012 0.20
C -1.1161 -2.3207 -1.4584 -0.5356 1.1721 -0.0357 0.50
C 2.4515 4.3603 -0.9498 0.0701 -0.2809 -0.0151 -0.45
C 3.3386 2.2458 -5.2647 -0.1709 -0.1931 -0.0519 -0.28
C -1.4197 -4.9488 -6.2974 0.0688 0.2842 0.4733 -0.43
C -1.8023 -1.3691 0.6982 -0.5701 -0.1695 -0.8130 0.25
H 3.7275 2.1409 -8.6612 -0.1697 -0.1481 0.3506 0.36
C 2.4369 0.1870 -6.1623 0.1582 0.3925 -0.0537 -0.39
H -3.3144 -2.5255 1.7501 0.2425 0.0854 -0.4403 0.48
H -1.7316 -5.5862 -7.1299 0.1136 0.2856 0.3084 0.37
C -2.4781 2.0546 2.6345 -0.2293 -0.5022 -0.1104 0.16
H 4.1204 1.4538 -1.6005 -0.1151 0.1392 0.0982 0.38
C 0.8167 -2.5153 6.1606 0.1919 0.9111 -0.5220 0.10
C 2.6899 1.0181 -5.0517 -0.1088 -0.1636 -0.0496 0.31
C 1.0280 0.2748 6.0940 -0.8478 -2.3713 0.7769 -0.14
H -3.6198 3.1617 5.3660 0.3994 -0.1958 -0.0629 0.40
H -1.3996 1.8241 7.0488 -0.4856 -0.0903 -0.4405 0.16
H -3.9673 0.4981 2.9126 0.2688 0.0912 0.0515 0.45
H -3.2067 2.6488 2.0361 0.5540 -0.0813 0.3188 0.38
H -1.9242 1.4398 1.8998 -0.1599 0.2444 0.1183 -0.26
Cl 1.1352 -4.2051 6.1775 -0.0767 -0.5432 0.3291 -0.23
C -1.6955 -2.9498 -4.9353 -0.0566 -0.2169 -0.3150 0.20
C -2.0977 -3.7544 -6.0126 0.2722 -0.2340 0.1466 -0.66
P 2.0590 0.4065 -3.3808 1.7791 0.5001 -0.5693 0.08
C 3.3339 2.2069 -1.6187 -0.3516 0.0776 -0.3398 -0.37
C -1.5693 3.3902 4.6003 0.6552 -0.3798 -0.3554 -0.30
C -2.1228 -3.2895 -1.3616 0.3393 0.3752 0.3388 -0.40
H 2.6059 -0.0507 -8.3045 -0.0112 0.0249 0.2056 0.37
C 1.1721 2.9376 -2.4386 0.2776 0.4816 0.2236 0.11
H 2.2690 0.4289 2.7424 0.6269 -0.3563 -0.0532 0.27
C 3.6836 2.6485 -6.5605 0.0395 -0.2068 0.0593 -0.54
C -1.4677 2.9201 3.3522 -0.5191 0.8288 -0.2588 -0.56
H -2.4107 3.8023 6.4425 -0.2925 -0.1403 -0.1088 0.40
C -0.3461 -5.3290 -5.4837 -0.0289 -0.0254 -0.0292 -0.52
C 3.4702 3.3971 -0.9002 -0.2469 -0.0711 -0.1340 -0.62
C 0.8257 -1.8037 4.9171 0.0668 0.7678 3.6004 0.29
C -1.0680 -1.2564 -0.5082 -0.9615 -0.5520 0.0977 -0.72
C -3.2798 1.0912 3.5387 0.2530 0.0737 -0.0926 -1.27
H -1.5792 -0.5011 -3.4788 0.1732 0.0576 -0.5203 0.76
C 0.7181 -0.3742 7.3255 0.4174 0.3015 -1.5461 0.38
C -0.4935 -0.6110 -3.4423 0.3741 1.4613 -0.2736 -0.79
H -3.1451 1.5198 7.1119 0.3593 0.3476 -0.0104 0.33
H -3.9472 1.6642 4.2085 0.4438 -0.3887 -0.4241 0.46
H 0.9335 -4.8021 -3.8181 -0.1813 0.0309 -0.2105 0.35
C 2.1901 1.9755 -2.4086 -0.3303 0.1069 0.1743 0.31
H -1.6691 -0.6186 1.5028 -0.3392 -0.4795 -0.4321 -0.02
C -2.9466 -3.3107 -0.2314 -0.1497 -0.3304 -0.2642 -0.75
C 0.3315 0.3915 -3.8229 -1.1959 -0.7966 -0.0958 -0.85
H -2.2502 -2.0305 -4.7355 0.1939 -0.3168 -0.1046 0.28
Cl 0.3285 0.5600 8.6965 0.0759 0.1923 0.8702 -0.17
C -2.1647 0.3897 5.6593 -0.1190 -0.4838 -0.3927 -0.45
C 2.8023 0.5909 -7.4485 0.1547 0.1899 0.0507 -0.62
C 0.6995 -1.7818 7.3736 0.0276 -0.0670 -1.5399 -0.07
H 3.5693 2.9036 -4.4222 -0.1552 -0.2192 -0.2700 0.30
C -2.4181 0.1336 4.3641 -0.9979 0.4160 0.7369 0.04
H -0.7748 4.0485 4.9726 -0.1703 -0.2477 -0.3600 0.32
H -2.9386 -3.4604 -6.6421 0.2022 0.0069 0.2524 0.38
H 4.1600 3.6170 -6.7084 -0.0677 -0.2289 0.0489 0.37
C 2.7193 -0.4708 2.2809 -0.5078 0.3455 -0.6713 -1.36
C 3.4305 1.8232 -7.6579 -0.0889 -0.0166 0.3665 -0.46
H 2.5465 5.2674 -0.3497 -0.0444 -0.2230 -0.2780 0.38
Eu 0.9584 -1.5274 0.9870 1.7812 -0.5510 1.0224 0.98
C -2.3040 1.7077 6.4140 -0.4041 -0.7885 0.0727 -0.47
H 4.3670 3.5560 -0.2943 -0.3901 -0.0038 -0.1979 0.42
H 2.9212 -1.2460 3.0438 0.3973 0.6794 -0.3702 0.28
H -2.2076 -0.8622 3.9373 -0.1126 0.4492 0.3677 0.28
C -2.7300 -2.4336 0.8266 0.2998 0.7957 0.3224 -0.73
H 3.5408 -0.2424 1.5828 0.2330 0.0753 0.6026 0.35
H -2.2583 -3.9891 -2.1904 0.0325 0.1112 0.4001 0.39
C -0.5921 -3.3046 -4.1443 0.1215 -0.1779 -0.1233 0.21
```
Forces are in eV/Å.

Summary:
Kohn-Sham gap (spin up / spin down), eV: 5.705 / 5.740
Spin multiplicity: 8
Electronic energy, eV: -143628.2585